Record 1
ORCA calculation (wB97M-V/def2-TZVPD) on a cluster of 2 separate species, C4H8O3 in total.

Element x y z (Å)
1 O 1.389 -0.506 0.074
2 C 0.335 -0.957 0.457
3 O -0.841 -0.327 0.332
4 C 0.200 -2.274 1.191
5 O -1.109 -2.762 1.279
6 H -0.675 0.531 -0.115
7 H 0.817 -3.008 0.666
8 H 0.657 -2.122 2.183
9 H -1.701 -1.999 1.316
10 C -0.203 2.027 -1.748
11 C 0.510 2.454 -0.709
12 H 0.116 1.165 -2.328
13 H -1.117 2.521 -2.064
14 H 0.210 3.320 -0.127
15 H 1.414 1.936 -0.405

Results
Relative energy (zero: lowest compared OMol25 entry of this formula, charge and spin)   35.2 kcal/mol
Energy   -10419.4756 eV
SMILES   O=C(O)CO.C=C

natural (NBO) charges in e: O -0.6033; C 0.7688; O -0.7152; C -0.1735; O -0.7021; H 0.5199; H 0.2104; H 0.1919; H 0.4830; C -0.4219; C -0.3884; H 0.2069; H 0.2009; H 0.1978; H 0.2248

---

Record 2
ORCA calculation (wB97M-V/def2-TZVPD) on the molecule C4H8O3.

Element x y z (Å)
1 O 0.993 0.683 -1.919
2 C -0.246 0.682 -1.091
3 C -0.309 -0.371 -0.056
4 O -0.214 -1.715 -0.444
5 C 1.035 0.053 0.893
6 O -0.104 0.790 1.644
7 C -1.210 0.082 1.134
8 H 1.270 -0.208 -2.198
9 H -1.297 0.315 -1.546
10 H -0.131 1.611 -0.579
11 H -0.618 -2.388 0.298
12 H 1.724 -0.516 1.595
13 H 1.615 0.734 0.483
14 H -1.533 -0.893 1.560
15 H -2.051 0.599 0.868

Results
Relative energy (zero: lowest compared OMol25 entry of this formula, charge and spin)   117.9 kcal/mol
Energy   -10415.8925 eV
SMILES   OCC1(O)COC1

natural (NBO) charges in e: O -0.7323; C -0.1048; C 0.2551; O -0.7234; C -0.1126; O -0.5525; C -0.0747; H 0.4782; H 0.1798; H 0.2265; H 0.4873; H 0.1834; H 0.1657; H 0.1429; H 0.1813

---

> The lowest energy belongs to which entry?

number 1